Entry 1:
{"formula": "C10H20Br8O2Sr2", "method": "ωB97M-V with the def2-TZVPD basis set", "symbols": ["Sr", "Sr", "O", "C", "C", "O", "H", "H", "H", "H", "Br", "C", "C", "Br", "H", "H", "H", "H", "Br", "C", "C", "Br", "H", "H", "H", "H", "Br", "C", "C", "Br", "H", "H", "H", "H", "Br", "C", "C", "Br", "H", "H", "H", "H"], "positions_angstrom": [[4.585, 0.451, 1.470], [1.367, -2.104, 1.492], [-0.361, -0.892, 0.240], [0.277, 0.225, -0.320], [1.694, 0.140, -0.940], [2.739, -0.468, -0.084], [0.284, 0.978, 0.493], [-0.365, 0.685, -1.087], [1.919, 1.182, -1.177], [1.853, -0.479, -1.823], [-4.593, -1.507, -0.001], [-2.936, -1.354, -1.115], [-3.092, -2.275, -2.282], [-2.533, -1.375, -3.976], [-2.031, -1.534, -0.532], [-2.891, -0.286, -1.308], [-4.108, -2.575, -2.493], [-2.445, -3.144, -2.283], [-3.483, 3.562, 0.855], [-3.838, 1.993, 1.953], [-2.580, 1.243, 2.310], [-1.809, 1.880, 4.000], [-4.624, 1.419, 1.468], [-4.353, 2.442, 2.801], [-1.881, 1.353, 1.483], [-2.799, 0.177, 2.348], [2.094, -4.754, -0.014], [3.972, -4.370, -0.460], [4.129, -3.480, -1.667], [3.256, -4.237, -3.208], [4.455, -5.326, -0.657], [4.452, -4.033, 0.461], [5.174, -3.338, -1.943], [3.715, -2.474, -1.605], [0.614, 5.029, 2.963], [0.020, 3.925, 1.454], [0.876, 4.094, 0.224], [2.729, 3.424, 0.541], [-1.004, 4.194, 1.197], [0.007, 2.901, 1.820], [1.094, 5.136, 0.014], [0.423, 3.573, -0.614]], "max_force_ev_per_a": 2.99, "orbital_gap_ha": 0.15557, "total_charge": 2, "de_lowest_kj_mol": 46.13}

Entry 2:
{"formula": "C10H20BrNO6P", "method": "ωB97M-V with the def2-TZVPD basis set", "symbols": ["C", "C", "N", "C", "C", "O", "Br", "O", "C", "C", "P", "C", "O", "H", "H", "H", "H", "H", "H", "H", "H", "H", "H", "H", "H", "H", "H", "C", "O", "C", "O", "O", "C", "H", "H", "H", "H", "H", "H"], "positions_angstrom": [[-4.768, 1.017, -0.023], [-3.600, 1.005, -0.613], [-2.366, 1.376, 0.111], [-2.181, 2.870, 0.122], [-1.737, 3.477, -1.208], [-0.636, 3.882, -1.382], [-3.080, 3.659, -2.552], [-2.464, 1.097, 1.493], [-2.558, -0.315, 1.856], [-1.249, -0.840, 2.438], [-0.912, 0.328, -0.637], [0.553, 1.280, -0.123], [-1.142, 0.729, -2.191], [-5.627, 0.657, -0.571], [-4.926, 1.359, 0.991], [-3.450, 0.781, -1.657], [-3.141, 3.302, 0.411], [-1.451, 3.103, 0.891], [-2.902, -0.906, 1.008], [-3.358, -0.337, 2.595], [-0.770, -1.559, 1.774], [-0.562, -0.019, 2.648], [-1.440, -1.340, 3.388], [1.182, 0.557, 0.404], [1.100, 1.626, -1.002], [0.352, 2.129, 0.524], [-0.411, 1.200, -2.617], [5.224, -2.124, 1.591], [4.231, -1.775, 0.612], [4.288, -2.506, -0.501], [5.063, -3.393, -0.729], [3.325, -2.081, -1.328], [3.276, -2.788, -2.576], [5.058, -1.455, 2.428], [5.102, -3.159, 1.903], [6.223, -1.980, 1.185], [3.087, -3.846, -2.409], [4.210, -2.665, -3.121], [2.457, -2.345, -3.134]], "max_force_ev_per_a": 0.83, "orbital_gap_ha": 0.35557, "total_charge": 1}

Entry 3:
{"formula": "C10H20ClFeIO24S5", "method": "ωB97M-V with the def2-TZVPD basis set", "symbols": ["Fe", "I", "Cl", "O", "O", "O", "O", "C", "C", "O", "S", "O", "O", "O", "H", "H", "H", "H", "C", "C", "O", "S", "O", "O", "O", "H", "H", "H", "H", "C", "C", "O", "S", "O", "O", "O", "H", "H", "H", "H", "C", "C", "O", "S", "O", "O", "O", "H", "H", "H", "H", "C", "C", "O", "S", "O", "O", "O", "H", "H", "H", "H"], "positions_angstrom": [[1.131, 0.004, -0.962], [2.147, 0.709, -3.371], [0.390, -0.247, 2.613], [-0.905, 0.277, 2.907], [0.417, -0.729, 1.247], [1.513, 0.637, 2.740], [0.467, -1.347, 3.550], [1.478, 4.856, 2.136], [1.026, 5.446, 0.819], [1.018, 4.344, -0.042], [2.291, 3.323, 0.231], [3.453, 3.747, -0.522], [1.820, 1.969, 0.015], [2.236, 3.701, 1.800], [0.702, 4.373, 2.730], [1.931, 5.678, 2.690], [1.736, 6.121, 0.340], [0.016, 5.852, 0.876], [-2.833, 4.171, 0.435], [-3.253, 4.095, -1.128], [-2.618, 3.052, -1.746], [-2.058, 2.019, -0.476], [-0.855, 1.268, -0.825], [-3.221, 1.238, 0.022], [-1.640, 3.330, 0.424], [-3.596, 3.858, 1.148], [-2.464, 5.170, 0.665], [-2.728, 4.981, -1.486], [-4.290, 4.277, -1.410], [-4.296, -0.883, -2.348], [-4.123, 0.386, -3.244], [-2.965, 0.135, -3.992], [-2.118, -1.306, -3.578], [-1.146, -0.994, -2.494], [-1.780, -2.233, -4.662], [-3.527, -1.868, -2.932], [-5.368, -1.018, -2.204], [-3.888, -0.750, -1.346], [-4.017, 1.261, -2.601], [-4.936, 0.427, -3.969], [0.567, -5.837, -0.005], [-0.609, -5.177, 0.744], [-0.439, -3.835, 0.500], [0.034, -3.532, -1.008], [0.716, -2.245, -1.124], [-1.011, -3.819, -1.998], [1.094, -4.801, -0.847], [0.280, -6.680, -0.632], [1.363, -6.038, 0.713], [-0.557, -5.260, 1.829], [-1.585, -5.542, 0.423], [3.752, -3.419, 2.306], [4.430, -2.103, 2.842], [5.003, -1.503, 1.728], [4.089, -1.814, 0.355], [5.015, -2.220, -0.767], [3.054, -0.737, 0.035], [3.325, -3.173, 0.980], [2.924, -3.731, 2.942], [4.439, -4.261, 2.214], [5.271, -2.225, 3.525], [3.698, -1.376, 3.194]], "max_force_ev_per_a": 5.32, "orbital_gap_ha": [0.29316, 0.29284], "multiplicity": 5, "de_lowest_kj_mol": 0.00}

Entry 4:
{"formula": "C10H20CoOS4", "method": "ωB97M-V with the def2-TZVPD basis set", "symbols": ["Co", "C", "C", "S", "C", "C", "S", "C", "C", "S", "H", "H", "H", "H", "H", "H", "H", "H", "H", "H", "H", "H", "O", "S", "C", "C", "C", "C", "H", "H", "H", "H", "H", "H", "H", "H"], "positions_angstrom": [[0.341, -0.366, 0.112], [1.187, -2.463, -2.036], [-0.085, -3.144, -1.553], [-1.219, -2.011, -0.681], [-1.569, -2.908, 0.865], [-1.055, -2.202, 2.114], [0.630, -1.548, 1.989], [1.603, -2.988, 1.452], [2.661, -2.563, 0.452], [2.063, -1.436, -0.833], [0.980, -1.768, -2.853], [1.895, -3.196, -2.425], [0.130, -3.983, -0.897], [-0.617, -3.537, -2.418], [-1.161, -3.911, 0.761], [-2.649, -3.021, 0.946], [-1.114, -2.858, 2.984], [-1.651, -1.318, 2.346], [0.927, -3.731, 1.044], [2.074, -3.412, 2.338], [3.114, -3.427, -0.036], [3.470, -2.013, 0.935], [-0.127, 1.450, -0.033], [-0.103, 2.901, 0.552], [0.585, 3.935, -0.738], [-0.187, 5.239, -0.569], [-1.670, 4.857, -0.478], [-1.780, 3.549, 0.334], [0.358, 3.430, -1.680], [1.660, 4.010, -0.593], [0.021, 5.904, -1.405], [0.139, 5.754, 0.337], [-2.081, 4.698, -1.473], [-2.251, 5.645, -0.006], [-2.319, 2.754, -0.182], [-2.201, 3.676, 1.328]], "max_force_ev_per_a": 0.36, "orbital_gap_ha": [0.26725, 0.33210], "total_charge": 2, "multiplicity": 2}

Entry 5:
{"formula": "C10H20ErN2PS", "method": "ωB97M-V with the def2-TZVPD basis set", "symbols": ["C", "C", "C", "C", "C", "Er", "P", "H", "H", "H", "H", "H", "H", "H", "H", "C", "C", "N", "C", "S", "N", "C", "C", "H", "H", "H", "H", "H", "H", "H", "H", "H", "H", "H", "H"], "positions_angstrom": [[-0.238, -0.835, -1.667], [-0.600, 0.046, -2.644], [-0.460, 1.465, -2.674], [0.272, 2.247, -1.744], [0.853, 1.815, -0.594], [-0.748, 0.515, 0.034], [0.139, -2.067, 0.756], [-0.245, -1.903, -1.887], [-1.061, -0.327, -3.572], [-0.806, 1.963, -3.582], [1.576, 2.417, -0.048], [0.355, 3.301, -2.092], [1.422, -2.329, 1.302], [0.206, -3.085, -0.228], [-0.669, -2.819, 1.646], [1.138, 1.982, 6.455], [-0.233, 1.429, 6.160], [-0.572, 1.216, 4.717], [0.093, 0.411, 3.864], [0.498, 1.056, 2.292], [0.510, -0.808, 4.205], [0.287, -1.466, 5.496], [-1.181, -1.683, 5.819], [1.941, 1.314, 6.130], [1.213, 2.083, 7.542], [1.288, 2.976, 6.013], [-0.419, 0.492, 6.686], [-1.001, 2.125, 6.500], [-0.895, 2.064, 4.242], [1.072, -1.274, 3.490], [0.805, -2.422, 5.444], [0.799, -0.874, 6.265], [-1.632, -2.378, 5.096], [-1.271, -2.138, 6.814], [-1.747, -0.746, 5.829]], "max_force_ev_per_a": 2.24, "orbital_gap_ha": [0.18443, 0.18595], "multiplicity": 4}

Entry 6:
{"formula": "C10H20F12HfO17S4", "method": "ωB97M-V with the def2-TZVPD basis set", "symbols": ["Hf", "C", "F", "F", "F", "S", "O", "O", "O", "C", "F", "F", "F", "S", "O", "O", "O", "C", "F", "F", "F", "S", "O", "O", "O", "C", "F", "F", "F", "S", "O", "O", "O", "C", "C", "C", "O", "H", "H", "H", "H", "H", "H", "H", "C", "C", "C", "O", "H", "H", "H", "H", "H", "H", "H", "O", "H", "H", "O", "H", "H", "O", "H", "H"], "positions_angstrom": [[-0.109, -0.047, 0.956], [-2.216, 7.693, 2.914], [-3.198, 6.928, 3.331], [-2.378, 7.990, 1.623], [-2.282, 8.853, 3.616], [-0.480, 6.845, 3.096], [-0.166, 6.757, 4.507], [-0.591, 5.435, 2.577], [0.453, 7.668, 2.334], [-6.531, -5.200, 0.176], [-7.233, -6.095, -0.556], [-7.046, -3.957, -0.007], [-6.625, -5.465, 1.467], [-4.702, -5.274, -0.460], [-4.076, -4.000, -0.018], [-4.110, -6.439, 0.226], [-4.743, -5.398, -1.942], [6.572, -0.583, 5.480], [7.012, -0.787, 4.230], [5.895, -1.661, 5.873], [7.647, -0.311, 6.307], [5.284, 0.873, 5.345], [4.665, 1.045, 6.669], [6.133, 1.994, 4.912], [4.324, 0.439, 4.321], [5.160, 3.187, -4.533], [6.522, 3.268, -4.852], [4.475, 4.120, -5.096], [4.556, 2.017, -4.777], [5.087, 3.411, -2.599], [6.230, 2.669, -2.143], [5.096, 4.880, -2.314], [3.851, 2.734, -2.278], [3.388, -6.626, -1.848], [4.186, -5.280, -1.778], [4.851, -5.115, -3.176], [3.456, -4.164, -1.291], [4.070, -7.441, -2.090], [2.615, -6.482, -2.602], [2.861, -6.967, -0.957], [5.037, -5.474, -1.125], [5.501, -4.246, -3.078], [4.076, -4.884, -3.907], [5.476, -5.969, -3.438], [-6.372, 4.016, -2.337], [-6.178, 2.516, -2.124], [-6.224, 1.698, -3.425], [-4.951, 2.321, -1.432], [-7.247, 4.171, -2.967], [-5.513, 4.563, -2.725], [-6.616, 4.405, -1.348], [-7.049, 2.247, -1.527], [-7.245, 1.696, -3.807], [-6.024, 0.649, -3.209], [-5.537, 2.053, -4.194], [0.505, -3.484, 4.226], [-0.055, -3.779, 4.944], [1.279, -4.045, 4.279], [-2.779, 0.470, 4.630], [-3.729, 0.417, 4.524], [-2.645, 0.521, 5.576], [-0.564, -0.392, -3.677], [-1.050, 0.036, -4.382], [0.001, -1.022, -4.124]], "max_force_ev_per_a": 4.49, "orbital_gap_ha": 0.05624, "total_charge": -2}